(1)
Computed, not measured: the molecule CH4N6 at a distorted geometry, with ωB97M-V with the def2-TZVPD basis set.

Geometry as ORCA input:
```
! RIJCOSX wB97M-V def2-TZVPD def2/J DEFGRID3
* xyz 0 1
C -0.628 0.433 -0.137
H -1.258 1.288 1.743
H -2.334 1.481 0.327
H 1.037 -1.155 2.114
H 1.683 0.401 1.832
N -1.406 1.227 0.658
N -0.674 0.135 -1.364
N 0.434 -0.679 -1.654
N 1.088 -0.876 -0.520
N 0.389 -0.279 0.417
N 0.832 -0.186 1.721
*
```

Values from the calculation:
Energy relative to the best compared isomer or geometry (same formula, charge and spin), kcal per mole: 5.09
Max |F|, eV/Å: 3.38
Structure (SMILES): Nc1nnnn1N
Gap between HOMO and LUMO, eV: 9.973
Lowest unoccupied orbital energy, eV: 0.61

---

(2)
Computed, not measured: C40H96As5F30N3O3P as an isolated structure at a distorted geometry, with ωB97M-V with the def2-TZVPD basis set.

Geometry as ORCA input:
```
! RIJCOSX wB97M-V def2-TZVPD def2/J DEFGRID3
* xyz -1 1
C -0.646 10.803 6.147
C 0.247 9.599 5.843
C 0.969 9.770 4.522
C 1.977 8.765 4.164
P 1.928 8.203 2.432
C 2.872 6.652 2.416
C 3.103 6.082 1.036
C 4.057 4.862 1.198
C 4.024 4.043 -0.110
C 2.633 9.536 1.405
C 1.580 10.583 1.115
C 2.005 11.615 -0.012
C 0.803 12.264 -0.723
C 0.221 7.656 1.968
C -0.441 6.567 2.920
C -1.910 6.101 2.534
C -2.750 7.304 2.109
H -0.953 10.816 7.192
H -1.514 10.864 5.490
H -0.054 11.707 6.004
H -0.313 8.664 5.832
H 0.948 9.572 6.677
H 1.442 10.746 4.630
H 0.203 9.985 3.777
H 1.819 7.892 4.799
H 2.940 9.151 4.497
H 2.352 5.957 3.076
H 3.787 6.921 2.943
H 3.621 6.803 0.403
H 2.238 5.679 0.510
H 3.760 4.279 2.069
H 5.067 5.196 1.434
H 3.108 3.471 -0.261
H 4.780 3.259 -0.068
H 4.202 4.650 -0.998
H 2.992 9.165 0.445
H 3.532 9.944 1.868
H 1.403 11.194 1.999
H 0.599 10.181 0.859
H 2.655 11.277 -0.818
H 2.632 12.427 0.356
H 1.062 13.104 -1.368
H -0.003 12.447 -0.012
H 0.280 11.624 -1.433
H 0.363 7.274 0.957
H -0.407 8.546 1.940
H -0.363 6.800 3.982
H 0.121 5.635 2.863
H -2.509 5.605 3.298
H -1.792 5.366 1.738
H -2.846 8.033 2.913
H -3.722 6.946 1.771
H -2.363 7.804 1.221
C 9.848 -2.675 5.009
C 10.278 -1.207 5.156
N 11.416 -0.960 6.170
C 11.805 0.567 6.092
C 10.796 -1.039 7.636
C 11.720 -0.774 8.844
C 12.649 -1.858 5.993
C 13.156 -1.944 4.546
O 13.265 -0.685 3.893
C 13.515 -0.790 2.496
H 10.597 -3.446 4.826
H 9.177 -2.725 4.152
H 9.385 -3.149 5.875
H 9.475 -0.522 5.428
H 10.661 -0.781 4.228
H 12.777 0.753 6.549
H 10.985 1.196 6.436
H 11.827 0.714 5.012
H 10.499 -2.084 7.724
H 9.898 -0.422 7.601
H 12.340 0.120 8.786
H 12.406 -1.608 8.992
H 11.042 -0.653 9.689
H 12.398 -2.827 6.424
H 13.400 -1.503 6.699
H 12.517 -2.617 3.974
H 14.146 -2.392 4.454
H 13.497 0.208 2.057
H 12.714 -1.363 2.030
H 14.411 -1.333 2.194
C -1.020 -1.214 -6.756
C -1.416 -2.605 -6.152
N -0.707 -3.083 -4.837
C -1.275 -4.496 -4.491
C 0.866 -3.060 -5.028
C 1.343 -3.912 -6.292
C -1.073 -1.954 -3.746
C -0.759 -2.330 -2.350
O 0.626 -2.626 -2.028
C 0.703 -3.111 -0.663
H -1.467 -1.066 -7.739
H 0.034 -1.202 -7.033
H -1.409 -0.300 -6.308
H -1.279 -3.399 -6.886
H -2.490 -2.615 -5.966
H -2.295 -4.347 -4.137
H -0.589 -5.010 -3.818
H -1.318 -5.106 -5.393
H 1.223 -3.502 -4.097
H 1.036 -1.988 -5.123
H 1.093 -4.966 -6.175
H 2.429 -3.848 -6.220
H 0.927 -3.600 -7.250
H -2.098 -1.612 -3.893
H -0.528 -1.065 -4.064
H -1.504 -3.063 -2.039
H -1.133 -1.498 -1.754
H 1.494 -2.632 -0.086
H 1.067 -4.139 -0.664
H -0.236 -3.070 -0.112
C -11.569 -5.639 -0.753
C -10.755 -6.769 -1.387
N -11.552 -7.675 -2.387
C -12.369 -6.809 -3.435
C -10.514 -8.592 -3.117
C -9.755 -7.883 -4.226
C -12.586 -8.629 -1.652
C -11.990 -9.430 -0.389
O -11.943 -8.650 0.680
C -11.164 -9.261 1.764
H -11.005 -5.071 -0.012
H -12.448 -6.061 -0.267
H -11.870 -4.877 -1.472
H -10.302 -7.378 -0.606
H -9.982 -6.213 -1.917
H -12.740 -7.537 -4.157
H -11.648 -6.139 -3.903
H -13.188 -6.231 -3.006
H -10.897 -9.543 -3.488
H -9.845 -8.832 -2.290
H -10.349 -7.745 -5.130
H -8.834 -8.416 -4.464
H -9.419 -6.921 -3.839
H -13.004 -9.202 -2.480
H -13.359 -8.021 -1.181
H -11.045 -9.845 -0.739
H -12.625 -10.281 -0.147
H -11.402 -10.308 1.952
H -11.172 -8.629 2.652
H -10.134 -9.332 1.414
As -9.634 1.228 -5.129
F -8.098 2.138 -4.773
F -9.279 1.403 -6.881
F -11.202 0.285 -5.370
F -9.858 1.218 -3.343
F -10.429 2.803 -5.239
F -8.696 -0.308 -4.963
As 2.541 0.592 9.167
F 3.517 -0.094 10.541
F 3.153 -0.776 8.133
F 1.621 1.276 7.781
F 1.945 1.930 10.253
F 3.976 1.565 8.708
F 1.001 -0.211 9.684
As 2.324 6.534 -7.069
F 1.494 7.469 -5.697
F 0.699 6.259 -7.778
F 2.990 5.670 -8.457
F 3.932 6.900 -6.409
F 2.349 4.949 -6.194
F 2.366 8.137 -7.973
As -3.403 -10.837 0.121
F -3.360 -10.317 1.858
F -4.905 -11.776 0.396
F -3.479 -11.331 -1.593
F -1.805 -10.070 -0.253
F -2.373 -12.342 0.547
F -4.347 -9.304 -0.195
As -0.911 -9.193 -12.753
F 0.161 -9.825 -11.477
F -1.876 -10.685 -12.803
F -1.979 -8.467 -14.022
F 0.094 -7.690 -12.841
F 0.222 -9.990 -13.959
F -1.876 -8.394 -11.455
*
```

Values from the calculation:
Max |F|, eV/Å: 4.27
Gap between HOMO and LUMO, eV: 8.276
Lowest unoccupied orbital energy, eV: -0.58

---

(3)
Computed, not measured: the molecule C5H8O2 at a distorted geometry, with ωB97M-V with the def2-TZVPD basis set.

Geometry as ORCA input:
```
! RIJCOSX wB97M-V def2-TZVPD def2/J DEFGRID3
* xyz 0 1
C 0.995 0.379 1.496
C 0.009 -0.493 0.738
O -1.336 -0.004 0.733
C -1.436 -0.025 -0.684
C -0.407 0.895 -1.340
C -0.050 -0.463 -0.902
O 0.640 -1.498 -1.489
H 1.165 1.316 0.960
H 0.590 0.620 2.486
H 1.962 -0.120 1.641
H 0.020 -1.516 1.208
H -2.393 -0.283 -1.117
H -0.534 1.011 -2.414
H -0.017 1.764 -0.815
H 0.792 -1.583 -0.500
*
```

Values from the calculation:
Energy relative to the best compared isomer or geometry (same formula, charge and spin), kcal per mole: 94.15
Max |F|, eV/Å: 3.92
Structure (SMILES): C[C@H]1O[C@H]2C[C@]21O
Gap between HOMO and LUMO, eV: 10.215
Lowest unoccupied orbital energy, eV: 0.98

---

(4)
Computed, not measured: C20H26BrClCrN5O7P2S as an isolated structure at a distorted geometry, with ωB97M-V with the def2-TZVPD basis set.

Geometry as ORCA input:
```
! RIJCOSX wB97M-V def2-TZVPD def2/J DEFGRID3
* xyz 0 4
Cr -0.057 0.386 -0.218
N -0.516 -0.394 -5.437
C -0.208 0.524 -4.135
C -0.239 1.972 -4.480
P 1.392 -0.101 -3.409
O 2.439 0.948 -3.994
O 1.571 -1.419 -4.083
O 1.278 0.074 -1.881
P -1.629 0.132 -3.117
O -2.738 1.206 -3.673
O -2.120 -1.275 -3.405
O -1.481 0.504 -1.676
H 0.261 -1.080 -5.363
H -0.509 0.125 -6.293
H -1.438 -0.892 -5.251
H -0.957 2.527 -3.875
H -0.556 2.053 -5.509
H 0.730 2.378 -4.363
H 3.243 0.777 -4.460
H -3.551 1.132 -3.167
Br -3.457 -1.919 0.019
C -2.591 -1.478 1.616
C -2.689 -2.448 2.609
C -2.740 -1.974 3.913
C -2.716 -0.650 4.297
C -2.358 0.317 3.285
C -2.090 1.693 3.649
C -2.148 2.625 2.630
C -1.872 2.187 1.306
C -1.576 0.872 1.130
C -2.151 -0.118 1.930
H -2.771 -3.514 2.316
H -2.781 -2.822 4.654
H -2.895 -0.357 5.326
H -2.017 1.976 4.712
H -2.133 3.729 2.852
H -2.028 2.845 0.464
N -0.211 -2.962 -2.185
C 0.601 -2.602 -1.197
N 1.951 -2.855 -1.390
S 0.050 -2.092 0.377
H 0.191 -3.136 -3.119
H -1.184 -2.538 -2.260
H 2.377 -2.814 -2.276
H 2.479 -2.708 -0.532
Cl 1.555 3.647 -1.271
C 0.392 2.573 -0.481
H -0.521 2.779 -1.049
H 0.361 2.953 0.537
N 1.244 -1.101 5.068
C 2.474 -0.649 4.802
O 3.327 -0.364 5.625
C 2.552 -0.219 3.334
C 3.861 0.168 2.948
C 4.018 0.640 1.652
C 2.885 0.756 0.793
N 1.663 0.297 1.203
C 1.492 0.002 2.495
H 1.102 -1.581 5.944
H 0.468 -1.272 4.388
H 4.682 0.260 3.697
H 4.912 1.122 1.309
H 2.885 1.239 -0.218
H 0.490 -0.084 2.890
*
```

Values from the calculation:
Energy relative to the best compared isomer or geometry (same formula, charge and spin), kcal per mole: 34.69
Max |F|, eV/Å: 3.63
Gap between HOMO and LUMO (spin up / spin down), eV: 6.872 / 7.019
Lowest unoccupied orbital energy (spin up / spin down), eV: -0.09 / -0.10

---

(5)
Computed, not measured: the molecule C9H8FNO at a distorted geometry, with ωB97M-V with the def2-TZVPD basis set.

Geometry as ORCA input:
```
! RIJCOSX wB97M-V def2-TZVPD def2/J DEFGRID3
* xyz 0 1
C 2.871 -0.561 -0.828
C 1.894 0.455 -0.962
C 2.879 -1.340 0.316
C 1.002 0.519 0.126
C 1.035 -0.483 1.124
C -0.084 1.552 0.162
C -1.419 1.487 0.304
C -2.457 0.431 0.616
C -2.683 -0.566 -0.221
N 1.961 -1.435 1.235
O -3.538 -1.525 -0.176
F -1.751 -0.711 -1.201
H 3.628 -0.635 -1.564
H 1.725 1.137 -1.691
H 3.602 -2.137 0.329
H 0.317 2.500 -0.210
H -1.890 2.509 0.414
H 0.273 -0.326 2.037
H -3.311 0.782 1.176
H -4.054 -1.654 -0.985
*
```

Values from the calculation:
Energy relative to the best compared isomer or geometry (same formula, charge and spin), kcal per mole: 80.07
Max |F|, eV/Å: 5.22
Structure (SMILES): O/C(F)=C/C=C\c1cccnc1
Gap between HOMO and LUMO, eV: 8.970
Lowest unoccupied orbital energy, eV: 0.51

---

(6)
Computed, not measured: C3H10NS as an isolated structure at a distorted geometry, with ωB97M-V with the def2-TZVPD basis set.

Geometry as ORCA input:
```
! RIJCOSX wB97M-V def2-TZVPD def2/J DEFGRID3
* xyz 1 1
C 1.532 -0.459 0.292
N 2.201 -0.788 -0.879
H 1.654 -1.044 1.202
H 1.835 0.576 0.681
H 2.933 -1.316 -0.512
H 1.606 -1.191 -1.555
C -0.036 1.767 -0.713
S -0.527 -0.258 0.135
C -2.636 0.001 0.971
H 0.257 2.209 0.291
H -0.937 1.664 -1.143
H 0.714 1.256 -1.364
H -2.861 -1.057 1.434
H -2.234 0.706 1.611
H -3.107 -0.022 0.052
*
```

Values from the calculation:
Energy relative to the best compared isomer or geometry (same formula, charge and spin), kcal per mole: 140.31
Max |F|, eV/Å: 6.12
Gap between HOMO and LUMO, eV: 7.748
Lowest unoccupied orbital energy, eV: -6.26